The following is a DFT calculation (the ωB97M-V functional and the def2-TZVPD basis) of a structure of composition C13H18NO6PPtS2.

Summary:
LUMO level: -0.40 eV
spin multiplicity: 1
molecular weight: 574.47 g mol⁻¹
DFT total energy: -2269.59848 Ha
relative energy (zero: lowest compared OMol25 entry of this formula, charge and spin): 0.000 eV

Structure (XYZ):
```
42
Properties=species:S:1:pos:R:3:nbo_charge:R:1
Pt 0.014 -1.174 -0.911 0.6588
O 4.453 -1.861 -0.041 -0.6739
C 3.184 -2.305 -0.095 0.7611
O 2.517 -2.542 0.868 -0.5393
C 2.755 -2.569 -1.509 0.1009
C 3.639 -3.212 -2.356 -0.2123
C 3.198 -3.643 -3.599 -0.1490
C 1.879 -3.432 -3.939 -0.1895
C 1.058 -2.748 -3.056 0.1146
N 1.495 -2.287 -1.878 -0.4211
C -0.416 -2.553 -3.373 0.7366
O -0.849 -3.016 -4.409 -0.6149
O -1.084 -1.943 -2.461 -0.7050
H 4.678 -1.770 0.898 0.5034
H 4.650 -3.388 -2.020 0.2431
H 3.871 -4.157 -4.270 0.2291
H 1.438 -3.768 -4.867 0.2628
C -2.650 2.895 -1.165 -0.6392
C -1.474 3.501 -0.427 0.1218
C -1.877 4.240 0.831 -0.6323
O -0.438 2.508 -0.159 -0.8410
P -0.451 1.207 0.721 1.7464
S 1.289 0.239 0.453 -0.4591
S -1.790 -0.192 0.159 -0.4385
O -0.649 1.799 2.171 -0.8502
C -0.965 1.081 3.409 0.1211
C -0.168 -0.196 3.576 -0.6497
C -2.463 0.865 3.503 -0.6387
H -3.273 3.703 -1.551 0.2179
H -3.261 2.276 -0.507 0.2165
H -2.316 2.281 -2.000 0.2356
H -0.948 4.185 -1.093 0.1940
H -2.432 3.592 1.510 0.2109
H -2.520 5.077 0.555 0.2184
H -1.004 4.628 1.355 0.2243
H -0.657 1.799 4.170 0.1913
H -0.453 -0.944 2.835 0.2328
H -0.372 -0.599 4.569 0.2205
H 0.902 -0.014 3.487 0.2296
H -2.784 0.052 2.854 0.2264
H -3.001 1.773 3.229 0.2159
H -2.726 0.612 4.531 0.2200
```

The following is a DFT calculation (the ωB97M-V functional and the def2-TZVPD basis) of a structure of composition C39H39F10N5O5PS3Ti.

Summary:
LUMO level (spin up / spin down): 0.77 / 0.78 eV
charge: -1
spin multiplicity: 1
molecular weight: 1022.79 g mol⁻¹
DFT total energy: -5543.53587 Ha

Structure (XYZ):
```
103
Properties=species:S:1:pos:R:3:mulliken_charge:R:1
Ti -0.074 0.004 -0.823 -1.2441
C -3.107 -3.737 2.012 -1.6297
C -2.466 -3.270 0.694 -0.3615
N -1.055 -2.918 0.682 2.1113
C -0.127 -4.024 0.557 0.2252
C 0.056 -4.966 1.759 -1.6110
C -0.631 -2.004 1.726 -2.3659
C -1.407 -0.695 1.865 -2.0986
N -1.060 0.355 0.912 1.7751
C -1.636 1.538 1.141 -0.8326
C -1.476 2.593 0.204 0.4519
F -0.885 2.261 -1.001 0.4633
C -1.969 3.869 0.344 0.0762
F -1.723 4.779 -0.616 -0.3205
C -2.728 4.226 1.448 -0.9687
C -2.967 3.216 2.364 0.2950
F -3.748 3.493 3.431 -0.3853
C -2.442 1.943 2.252 0.7693
F -2.800 1.094 3.258 -0.4148
H -4.181 -3.814 1.859 0.4952
H -2.745 -4.709 2.333 0.3313
H -2.931 -3.029 2.817 0.1815
H -2.617 -4.046 -0.059 0.6007
H -3.012 -2.387 0.359 -0.0918
H -0.438 -4.625 -0.299 0.2733
H 0.846 -3.581 0.331 -0.3724
H -0.873 -5.460 2.032 0.3103
H 0.777 -5.732 1.489 0.5032
H 0.445 -4.437 2.626 0.1579
H -0.709 -2.498 2.711 0.7293
H 0.424 -1.761 1.535 -0.6535
H -2.486 -0.885 1.806 1.1189
H -1.177 -0.341 2.881 0.9727
H -3.152 5.207 1.567 0.5073
F -5.248 -0.582 -2.858 -0.2294
C -4.282 -1.102 -2.096 0.4108
F -4.840 -1.414 -0.915 -0.2310
F -3.917 -2.265 -2.653 -0.2171
S -2.799 0.081 -1.842 1.0719
O -1.837 -0.860 -1.251 0.1089
O -3.347 1.015 -0.901 -0.6735
N -2.544 0.563 -3.258 -0.5558
S -0.936 0.944 -3.766 0.4128
O -0.142 0.408 -2.572 0.7389
O -0.742 0.094 -4.926 -0.7332
C 0.866 2.164 -4.043 0.0269
F 1.898 1.430 -3.592 -0.2577
F 0.684 3.200 -3.209 -0.2638
F 1.224 2.659 -5.243 -0.3068
C 1.009 -3.038 -4.454 -1.8614
C 0.414 -2.399 -3.193 2.1899
C -0.749 -3.266 -2.718 -1.1368
C 1.502 -2.276 -2.121 -0.0102
C 2.836 -1.733 -2.639 -1.0186
O 3.541 -1.505 -1.440 -0.4206
C 2.599 -1.280 -0.451 0.5885
N 1.327 -1.443 -0.882 0.9659
C 3.271 -1.220 0.831 -0.7636
C 4.422 -2.053 0.886 -0.9453
C 5.317 -2.042 1.923 -1.0748
C 5.137 -1.155 2.981 -0.8633
C 4.005 -0.366 2.985 -0.6100
C 3.054 -0.387 1.962 0.5799
P 1.529 0.601 2.231 3.1721
C 2.167 2.322 2.315 0.2608
C 1.213 3.309 2.552 -0.3822
C 1.583 4.633 2.687 -0.9228
C 2.919 4.987 2.595 -0.6493
C 3.873 4.012 2.355 -0.7583
C 3.501 2.687 2.201 -0.3370
C 1.514 0.325 4.069 -0.3965
C 1.744 1.310 5.024 -0.1641
C 1.765 0.997 6.372 -0.7812
C 1.546 -0.304 6.794 -0.7001
C 1.300 -1.292 5.854 -0.9969
C 1.289 -0.977 4.510 -0.1538
H 0.217 -3.179 -5.183 0.4493
H 1.447 -4.010 -4.223 0.3818
H 1.763 -2.403 -4.908 0.4142
H 0.045 -1.411 -3.460 -1.4190
H -0.408 -4.288 -2.539 0.3695
H -1.171 -2.858 -1.804 -0.5211
H -1.524 -3.282 -3.482 0.5480
H 1.701 -3.299 -1.746 0.6057
H 2.697 -0.786 -3.176 0.3057
H 3.412 -2.438 -3.241 0.4631
H 4.581 -2.741 0.070 0.4979
H 6.162 -2.716 1.916 0.3976
H 5.843 -1.097 3.797 0.4658
H 3.856 0.308 3.817 0.6906
H 0.171 3.029 2.638 0.3577
H 0.831 5.388 2.869 0.4566
H 3.216 6.023 2.690 0.3593
H 4.917 4.284 2.286 0.3723
H 4.245 1.937 1.978 0.3768
H 1.950 2.324 4.720 0.3325
H 1.967 1.777 7.096 0.4380
H 1.586 -0.547 7.846 0.3737
H 1.128 -2.310 6.173 0.4627
H 1.147 -1.757 3.778 0.3954
S 3.016 3.321 -0.933 -0.3100
C 2.064 2.105 -0.663 0.4799
N 1.389 1.169 -0.374 0.1455
```

The following is a DFT calculation (the ωB97M-V functional and the def2-TZVPD basis) of an isolated molecule of C5H7NO.

Summary:
LUMO level: 0.88 eV
spin multiplicity: 1
molecular weight: 97.12 g mol⁻¹
SMILES: C/C(C=C=N)=C/O
DFT total energy: -324.62269 Ha
relative energy (zero: lowest compared OMol25 entry of this formula, charge and spin): 2.770 eV

Structure (XYZ):
```
14
Properties=species:S:1:pos:R:3:nbo_charge:R:1
C 1.859 0.714 -0.786 -0.6277
C 0.575 0.114 -0.286 -0.0282
C -0.169 0.696 0.820 -0.5039
C -1.341 0.183 1.214 0.5159
N -2.487 0.110 1.635 -0.6854
O -1.191 -1.383 -0.274 -0.6790
C 0.051 -1.017 -0.782 0.0318
H 2.522 -0.062 -1.180 0.2218
H 1.662 1.421 -1.602 0.2242
H 2.389 1.261 0.000 0.2164
H 0.251 1.459 1.464 0.2523
H -2.877 -0.769 1.944 0.3884
H 0.548 -1.817 -1.306 0.1828
H -1.793 -0.909 -0.859 0.4907
```

The following is a DFT calculation (the ωB97M-V functional and the def2-TZVPD basis) of a cluster of 2 separate species, H4NO2SSi in total.

Summary:
LUMO level (spin up / spin down): 3.44 / 3.44 eV
charge: -1
spin multiplicity: 1
molecular weight: 110.19 g mol⁻¹
DFT total energy: -895.22252 Ha
relative energy (zero: lowest compared OMol25 entry of this formula, charge and spin): 4.108 eV

Structure (XYZ):
```
9
Properties=species:S:1:pos:R:3:nbo_charge:R:1
N 0.717 2.117 -0.708 -1.3805
O -1.559 -1.074 -0.715 -1.0217
O -2.998 1.072 -0.270 -0.9629
Si 0.055 1.168 0.430 1.2354
S -2.033 0.071 0.340 1.1169
H -0.566 -1.427 -0.563 0.4501
H 0.549 2.047 -1.670 0.3707
H 0.931 -1.796 -0.564 -0.6012
H 0.564 1.503 1.903 -0.2069
```

The following is a DFT calculation (the ωB97M-V functional and the def2-TZVPD basis) of a cluster of 10 separate species, BH22O9 in total.

Summary:
LUMO level: 2.65 eV
charge: -1
spin multiplicity: 1
molecular weight: 176.98 g mol⁻¹
DFT total energy: -715.11744 Ha
relative energy (zero: lowest compared OMol25 entry of this formula, charge and spin): 3.391 eV

Structure (XYZ):
```
32
Properties=species:S:1:pos:R:3:nbo_charge:R:1
B -25.011 -15.304 25.737 -0.8323
H -24.821 -15.548 24.528 -0.0341
H -25.916 -15.988 25.917 -0.0395
H -24.009 -15.653 26.373 -0.0388
H -25.233 -14.089 25.906 -0.0306
O -25.329 -14.919 28.957 -0.9961
H -25.166 -14.700 27.816 0.5336
H -24.455 -15.195 29.247 0.4456
O -24.929 -12.820 22.926 -0.9563
H -24.669 -13.759 23.306 0.5050
H -25.630 -13.110 22.441 0.4493
O -27.201 -11.622 24.810 -0.9850
H -26.356 -11.672 25.266 0.5021
H -27.133 -12.222 23.899 0.4891
O -28.214 -14.145 25.791 -1.0243
H -28.060 -12.990 25.845 0.5075
H -27.386 -14.592 25.727 0.4867
O -25.255 -18.780 25.484 -0.9665
H -25.092 -17.775 25.665 0.5112
H -24.794 -19.210 26.308 0.4528
O -21.639 -17.279 27.378 -0.9230
H -21.891 -18.223 27.277 0.4572
H -22.339 -17.023 27.990 0.4666
O -28.252 -17.420 23.839 -0.9544
H -27.389 -17.142 24.359 0.4938
H -28.936 -17.235 24.400 0.4602
O -25.018 -10.738 26.186 -0.9591
H -24.350 -11.343 25.854 0.4926
H -25.097 -9.910 25.613 0.4860
O -21.398 -15.312 24.634 -0.9710
H -21.986 -14.818 25.338 0.4970
H -21.738 -16.151 24.437 0.4746
```

Please write out number 5 again, unchanged.
The following is a DFT calculation (the ωB97M-V functional and the def2-TZVPD basis) of a cluster of 10 separate species, BH22O9 in total.

Summary:
LUMO level: 2.65 eV
charge: -1
spin multiplicity: 1
molecular weight: 176.98 g mol⁻¹
DFT total energy: -715.11744 Ha
relative energy (zero: lowest compared OMol25 entry of this formula, charge and spin): 3.391 eV

Structure (XYZ):
```
32
Properties=species:S:1:pos:R:3:nbo_charge:R:1
B -25.011 -15.304 25.737 -0.8323
H -24.821 -15.548 24.528 -0.0341
H -25.916 -15.988 25.917 -0.0395
H -24.009 -15.653 26.373 -0.0388
H -25.233 -14.089 25.906 -0.0306
O -25.329 -14.919 28.957 -0.9961
H -25.166 -14.700 27.816 0.5336
H -24.455 -15.195 29.247 0.4456
O -24.929 -12.820 22.926 -0.9563
H -24.669 -13.759 23.306 0.5050
H -25.630 -13.110 22.441 0.4493
O -27.201 -11.622 24.810 -0.9850
H -26.356 -11.672 25.266 0.5021
H -27.133 -12.222 23.899 0.4891
O -28.214 -14.145 25.791 -1.0243
H -28.060 -12.990 25.845 0.5075
H -27.386 -14.592 25.727 0.4867
O -25.255 -18.780 25.484 -0.9665
H -25.092 -17.775 25.665 0.5112
H -24.794 -19.210 26.308 0.4528
O -21.639 -17.279 27.378 -0.9230
H -21.891 -18.223 27.277 0.4572
H -22.339 -17.023 27.990 0.4666
O -28.252 -17.420 23.839 -0.9544
H -27.389 -17.142 24.359 0.4938
H -28.936 -17.235 24.400 0.4602
O -25.018 -10.738 26.186 -0.9591
H -24.350 -11.343 25.854 0.4926
H -25.097 -9.910 25.613 0.4860
O -21.398 -15.312 24.634 -0.9710
H -21.986 -14.818 25.338 0.4970
H -21.738 -16.151 24.437 0.4746
```

> Among the records above, which one has the highest molecular weight?

C39H39F10N5O5PS3Ti

> Among the records above, which one has the lowest DFT total energy?

C39H39F10N5O5PS3Ti

> Which value of DFT total energy does entry 5 give?

-715.11744 Ha